91
Properties=species:S:1:pos:R:3 method="wB97M-V/def2-TZVPD" largest_force_ev_per_a=2.63 e_lumo_ev=-2.12 homo_ev=-9.131 total_charge=+1 multiplicity=1 molar_mass_g_mol=701.89 energy_ha=-2372.67985 de_lowest_kcal_mol=0.0 orbital_gap_ev=7.010
Pb -0.434 0.026 -0.810
P -0.272 -2.503 -1.818
P -0.282 2.653 -1.504
N 1.359 0.101 -2.211
C 1.387 -2.385 -2.614
H 1.958 -3.288 -2.318
H 1.242 -2.408 -3.715
C 2.176 -1.102 -2.268
H 2.689 -1.273 -1.298
H 2.996 -0.943 -3.011
C 2.166 1.306 -2.193
H 2.915 1.217 -3.026
H 2.772 1.391 -1.265
C 1.364 2.620 -2.338
H 1.197 2.782 -3.421
H 1.946 3.474 -1.936
C -0.096 3.491 0.147
C -1.272 3.108 1.053
H -1.025 3.397 2.084
H -1.454 2.025 1.049
H -2.197 3.622 0.756
C -1.557 3.474 -2.520
C -2.931 3.499 -1.827
H -3.669 3.814 -2.579
H -2.961 4.229 -1.004
H -3.238 2.508 -1.457
C -1.553 -3.171 -2.935
C -2.929 -3.284 -2.256
H -3.666 -3.500 -3.043
H -3.235 -2.347 -1.768
H -2.963 -4.108 -1.527
C -0.088 -3.541 -0.291
C -1.275 -3.291 0.650
H -1.035 -3.727 1.629
H -2.194 -3.758 0.276
H -1.459 -2.218 0.805
C -3.879 0.125 -0.678
C -1.135 4.847 -3.049
H -1.081 5.604 -2.255
H -0.173 4.813 -3.576
H -1.901 5.166 -3.773
C -1.133 -4.467 -3.633
H -1.900 -4.691 -4.391
H -0.171 -4.366 -4.153
H -1.078 -5.317 -2.940
C 0.146 -5.042 -0.476
H 0.433 -5.444 0.510
H -0.759 -5.577 -0.791
H 0.968 -5.270 -1.171
C 0.133 5.002 0.159
H -0.778 5.567 -0.086
H 0.418 5.278 1.188
H 0.951 5.322 -0.501
H 0.816 3.026 0.564
H 0.828 -3.126 0.172
H -1.627 2.786 -3.385
H -1.619 -2.378 -3.703
O -5.011 0.067 -0.531
H -0.757 0.076 -4.205
H -1.471 0.144 -3.983
C 2.954 -1.817 1.827
C 1.585 -1.686 2.514
C 1.698 -1.998 4.017
P 0.674 -0.122 2.074
C -0.788 -0.280 3.268
C -0.664 0.621 4.492
C -2.151 -0.106 2.588
C 1.859 1.290 2.577
C 2.611 1.182 3.908
C 2.862 1.564 1.439
H 3.601 -0.967 2.080
H 2.874 -1.882 0.737
H 3.419 -2.744 2.189
H 0.927 -2.470 2.096
H 2.327 -1.281 4.548
H 0.728 -2.021 4.517
H 2.144 -2.996 4.091
H -0.768 -1.326 3.624
H -0.523 1.681 4.229
H -1.602 0.542 5.070
H 0.155 0.340 5.155
H -2.240 -0.707 1.672
H -2.916 -0.449 3.299
H -2.367 0.939 2.335
H 1.185 2.164 2.676
H 3.374 0.400 3.925
H 3.119 2.149 4.050
H 1.948 1.022 4.759
H 2.438 2.219 0.668
H 3.756 2.059 1.837
H 3.177 0.645 0.933

82
Properties=species:S:1:pos:R:3 method="wB97M-V/def2-TZVPD" largest_force_ev_per_a=2.99 e_lumo_ev=-4.18 homo_ev=-12.272 total_charge=+1 multiplicity=1 molar_mass_g_mol=2279.12 energy_ha=-27355.14970 de_lowest_kcal_mol=0.0 orbital_gap_ev=8.088
Cl -0.434 -2.314 -0.120
S -0.366 -0.793 -1.402
C -1.479 0.501 -0.960
C -2.981 0.211 -1.137
C -3.397 -1.235 -1.261
O -3.363 -0.214 -2.371
H -0.855 -1.279 -2.571
H -1.306 1.315 -1.672
H -1.358 0.872 0.056
H -3.664 0.850 -0.579
H -2.854 -1.962 -1.844
H -4.444 -1.367 -1.014
C -6.277 1.435 -4.253
Cl -6.495 1.731 -5.978
Cl -7.157 2.659 -3.329
Cl -6.906 -0.167 -3.846
Cl -4.563 1.501 -3.845
C 2.068 -2.417 3.544
Cl 3.062 -1.751 4.834
Cl 0.468 -1.633 3.522
Cl 2.891 -2.147 2.004
Cl 1.866 -4.158 3.762
C 4.143 0.246 -1.154
Cl 4.561 1.541 -0.039
Cl 2.379 0.188 -1.331
Cl 4.883 0.530 -2.728
Cl 4.690 -1.299 -0.515
C 3.936 -5.551 -1.025
Cl 5.004 -4.923 0.234
Cl 2.397 -4.656 -1.011
Cl 4.702 -5.360 -2.599
Cl 3.613 -7.254 -0.720
C 6.782 -0.022 -6.597
Cl 6.474 0.374 -8.285
Cl 5.713 0.946 -5.565
Cl 6.458 -1.735 -6.319
Cl 8.459 0.337 -6.197
C -1.308 -3.466 6.956
Cl -1.018 -4.832 8.035
Cl 0.250 -2.839 6.404
Cl -2.245 -4.014 5.555
Cl -2.225 -2.234 7.822
C -2.692 5.179 -2.986
Cl -2.097 5.119 -4.638
Cl -2.460 6.793 -2.334
Cl -4.398 4.734 -2.936
Cl -1.745 4.019 -2.011
C 3.784 -8.833 -4.426
Cl 3.971 -9.502 -6.046
Cl 5.346 -8.233 -3.854
Cl 2.604 -7.516 -4.473
Cl 3.207 -10.092 -3.332
C -1.550 8.275 1.682
Cl -3.063 9.046 1.202
Cl -1.394 6.726 0.840
Cl -0.193 9.313 1.246
Cl -1.548 8.005 3.424
C 6.366 1.219 4.336
Cl 6.257 2.900 3.806
Cl 5.900 0.157 3.001
Cl 8.020 0.860 4.825
Cl 5.280 0.961 5.709
C -4.953 -0.905 10.571
Cl -6.510 -0.440 9.890
Cl -4.807 -0.267 12.208
Cl -4.836 -2.666 10.609
Cl -3.636 -0.256 9.577
C 2.198 4.515 -5.309
Cl 1.131 4.068 -6.660
Cl 2.972 3.073 -4.645
Cl 3.441 5.619 -5.889
Cl 1.252 5.294 -4.043
C 0.267 -0.437 -5.085
Cl 0.689 1.048 -5.924
Cl -0.323 -1.637 -6.227
Cl 1.683 -1.070 -4.235
Cl -1.020 -0.091 -3.898
C -7.407 1.793 6.762
Cl -6.865 0.186 6.257
Cl -6.536 2.274 8.217
Cl -7.089 2.950 5.468
Cl -9.138 1.748 7.101